{
  "formula": "C27H22N7OPdS2Te",
  "method": "ωB97M-V/def2-TZVPD",
  "species": ["Pd", "N", "C", "C", "C", "C", "C", "C", "N", "C", "C", "C", "S", "C", "N", "H", "H", "H", "H", "H", "H", "H", "C", "C", "N", "C", "C", "C", "C", "C", "C", "C", "C", "C", "N", "C", "H", "H", "H", "H", "H", "H", "H", "H", "Te", "C", "C", "C", "C", "S", "H", "H", "H", "N", "C", "N", "O", "H", "H", "H", "H"],
  "xyz": [[-0.200, -0.426, -0.746], [-2.811, -3.608, -1.013], [-3.878, -2.761, -0.747], [-5.238, -3.017, -0.605], [-6.038, -1.933, -0.323], [-5.502, -0.640, -0.185], [-4.155, -0.392, -0.330], [-3.331, -1.480, -0.624], [-1.957, -1.581, -0.833], [-1.700, -2.860, -1.045], [-0.328, -3.277, -1.267], [0.227, -4.494, -1.489], [1.915, -4.342, -1.681], [1.804, -2.670, -1.449], [0.587, -2.239, -1.243], [-2.872, -4.601, -1.174], [-5.648, -4.012, -0.709], [-7.103, -2.076, -0.202], [-6.170, 0.179, 0.042], [-3.764, 0.608, -0.218], [-0.256, -5.457, -1.553], [2.660, -2.016, -1.511], [0.759, -0.811, 3.844], [0.849, -1.011, 2.460], [0.201, -0.272, 1.583], [-0.587, 0.728, 2.041], [-0.735, 1.014, 3.402], [-0.034, 0.202, 4.315], [-1.568, 2.106, 3.817], [-2.195, 2.882, 2.911], [-2.061, 2.621, 1.505], [-2.685, 3.414, 0.525], [-2.525, 3.111, -0.805], [-1.763, 1.998, -1.155], [-1.167, 1.241, -0.246], [-1.284, 1.537, 1.077], [1.311, -1.452, 4.517], [1.466, -1.809, 2.063], [-0.128, 0.385, 5.378], [-1.677, 2.300, 4.876], [-2.813, 3.713, 3.224], [-3.289, 4.260, 0.829], [-2.996, 3.698, -1.580], [-1.653, 1.695, -2.188], [4.477, 0.815, -0.276], [6.401, 0.687, 0.090], [7.434, 0.304, -0.826], [8.688, 0.384, -0.288], [8.655, 0.823, 1.051], [7.125, 1.135, 1.630], [7.209, -0.005, -1.837], [9.608, 0.150, -0.802], [9.519, 0.961, 1.688], [1.368, 3.042, -2.438], [1.196, 1.723, -2.621], [0.808, 1.299, -3.836], [1.387, 0.918, -1.675], [1.315, 3.710, -3.189], [1.604, 3.374, -1.519], [0.735, 1.916, -4.628], [0.801, 0.309, -4.012]],
  "relative_energy_kj_mol": 70.8,
  "largest_force_ha_per_bohr": 0.0157,
  "charge": 3,
  "total_energy_ha": -2692.08175,
  "e_homo_ha": [-0.5694, -0.5694]
}